Record 1
{"formula": "C27H35KN6O8", "method": "ωB97M-V/def2-TZVPD", "multiplicity": 1, "total_charge": -2, "lumo_energy_ev": 4.16, "homo_lumo_gap_ev": 7.06, "symbols": ["K", "O", "C", "O", "C", "C", "C", "C", "C", "O", "C", "C", "O", "O", "H", "H", "H", "H", "H", "H", "H", "H", "O", "C", "N", "C", "O", "C", "C", "C", "C", "C", "N", "C", "C", "C", "C", "C", "N", "H", "H", "H", "H", "H", "H", "H", "H", "C", "C", "C", "C", "N", "N", "H", "H", "H", "H", "H", "H", "H", "H", "H", "H", "H", "H", "C", "N", "C", "C", "O", "H", "H", "H", "H", "H", "H", "H"], "coordinates": [[-0.77209, 0.51110, 0.40420], [0.77645, -1.53585, 4.18956], [0.33973, -1.60879, 3.01862], [-0.64078, -1.00821, 2.52871], [1.23560, -2.44063, 2.05893], [2.39197, -1.51642, 1.64695], [3.56379, -2.31547, 1.05312], [3.01348, -2.66244, -0.35179], [1.61124, -2.04844, -0.27578], [1.86646, -0.84531, 0.48778], [0.72430, -2.89045, 0.65053], [-0.79089, -2.82764, 0.32232], [-1.48684, -3.74184, 0.78364], [-1.16402, -1.92206, -0.48861], [1.61319, -3.28557, 2.63482], [2.66335, -0.78839, 2.40940], [4.46192, -1.69602, 0.98867], [3.79960, -3.19297, 1.65655], [3.59687, -2.18749, -1.14195], [2.97717, -3.73502, -0.54800], [1.15573, -1.78519, -1.22544], [0.97244, -3.94847, 0.52634], [-0.82169, 5.51707, 0.76018], [-0.57141, 4.31422, 0.78755], [-0.71293, 3.40390, -0.19941], [-0.80356, 3.82089, -1.47924], [-0.34698, 4.83696, -1.99858], [-1.48046, 2.82188, -2.42535], [-1.64736, 3.18670, -3.76050], [-2.22382, 2.28163, -4.63359], [-2.61141, 1.03898, -4.15817], [-2.41064, 0.75993, -2.81539], [-1.86737, 1.63243, -1.96833], [-0.15280, 3.72830, 2.14433], [-0.16351, 4.57630, 3.24697], [0.15439, 4.05412, 4.49091], [0.45619, 2.70079, 4.59816], [0.45046, 1.93323, 3.44566], [0.17788, 2.44151, 2.24114], [-1.30500, 4.16279, -4.07196], [-2.35552, 2.53768, -5.67891], [-3.03985, 0.28251, -4.80356], [-2.67266, -0.21004, -2.40566], [-0.43168, 5.61222, 3.09940], [0.15072, 4.69028, 5.36902], [0.67641, 2.24135, 5.55221], [0.63999, 0.86459, 3.48684], [-2.72416, -4.42826, -2.54127], [-1.58368, -3.93860, -3.43055], [-0.26360, -4.54265, -2.93427], [-1.82437, -4.33684, -4.88407], [-1.59169, -2.47388, -3.32702], [-0.46120, -1.88465, -3.97984], [-2.81405, -5.51604, -2.60505], [-3.66616, -3.97926, -2.86694], [-2.54850, -4.15198, -1.49783], [-0.29025, -5.63480, -2.99389], [-0.09490, -4.26702, -1.89128], [0.57309, -4.18469, -3.53811], [-1.80762, -5.42538, -4.99239], [-1.05252, -3.90330, -5.52148], [-2.79697, -3.96499, -5.21523], [-1.56391, -2.24934, -2.32650], [0.28651, -1.70653, -3.31175], [-0.73712, -0.96148, -4.29253], [4.11293, 0.76642, -1.47850], [2.84042, 1.41825, -1.30153], [2.66707, 2.21939, -0.10872], [1.77428, 1.04367, -2.03452], [1.79137, 0.23497, -2.95008], [4.90930, 1.51228, -1.55298], [4.07936, 0.17364, -2.38969], [4.31890, 0.10793, -0.62892], [3.38080, 3.04771, -0.10485], [2.81512, 1.60667, 0.78465], [1.65518, 2.62320, -0.07905], [0.85827, 1.57309, -1.73000]]}


Record 2
{"formula": "C27H35N4O", "method": "ωB97M-V/def2-TZVPD", "multiplicity": 1, "total_charge": 1, "lumo_energy_ev": -3.84, "homo_lumo_gap_ev": 7.15, "symbols": ["C", "N", "C", "O", "C", "C", "C", "C", "C", "C", "C", "C", "N", "C", "C", "C", "C", "C", "C", "C", "C", "N", "C", "C", "C", "C", "C", "H", "H", "H", "H", "H", "H", "H", "H", "H", "H", "H", "H", "H", "H", "H", "H", "H", "H", "H", "H", "H", "H", "H", "H", "C", "C", "N", "C", "C", "H", "H", "H", "H", "H", "H", "H", "H", "H", "H", "H"], "coordinates": [[-2.29445, 4.75111, 0.54776], [-2.03459, 3.32680, 0.50512], [-3.03047, 2.41780, 0.73109], [-4.20747, 2.69175, 0.96508], [-2.39916, 1.01451, 0.65221], [-3.02085, 0.09014, -0.38403], [-4.49064, -0.17138, -0.14275], [-5.40695, 0.02345, -1.17697], [-6.77720, -0.09737, -0.92435], [-7.22551, -0.46272, 0.35302], [-6.29647, -0.72991, 1.36427], [-4.92404, -0.60154, 1.11630], [-1.00377, 1.31545, 0.35558], [-0.10527, 0.29419, 0.28139], [1.23415, 0.36307, 0.06100], [2.17057, -0.70108, 0.33932], [3.61524, -0.34873, 0.10223], [4.58413, -1.17097, 0.69134], [5.93403, -0.81120, 0.65830], [6.33738, 0.41307, 0.08084], [7.72850, 0.83490, 0.12570], [8.84071, 1.21431, 0.19303], [5.36998, 1.21053, -0.52876], [4.04369, 0.80208, -0.59866], [-0.70217, 2.76689, 0.30595], [-0.14854, 3.23692, -1.04785], [0.24023, 3.20462, 1.44556], [-3.36285, 4.90144, 0.71342], [-1.73389, 5.22162, 1.36476], [-2.01694, 5.22149, -0.40237], [-2.48231, 0.55078, 1.65500], [-2.88446, 0.54059, -1.37988], [-2.46504, -0.86061, -0.37461], [-5.03179, 0.31150, -2.16406], [-7.48700, 0.11510, -1.71719], [-8.29145, -0.53021, 0.56236], [-6.61790, -1.01829, 2.36096], [-4.18445, -0.80409, 1.89336], [-0.55335, -0.69019, 0.46780], [1.64978, 1.34434, -0.21395], [2.00222, -1.15658, 1.31794], [4.28777, -2.10778, 1.19585], [6.70886, -1.46344, 1.07967], [5.67356, 2.17406, -0.95387], [3.35092, 1.39733, -1.19054], [-0.94651, 3.22648, -1.80289], [0.21576, 4.26714, -0.92258], [0.66601, 2.60097, -1.40417], [-0.30531, 3.16630, 2.40143], [1.10733, 2.53488, 1.50247], [0.57529, 4.23738, 1.25715], [2.89618, -4.74332, 0.35894], [1.78806, -3.68850, 0.57775], [1.89129, -2.47535, -0.34623], [0.78934, -2.46294, -1.35915], [0.80869, -3.66715, -2.30060], [3.54716, -4.78057, 1.24511], [2.44557, -5.74983, 0.30482], [3.55012, -4.62738, -0.52687], [0.82099, -4.13462, 0.31344], [1.73848, -3.39098, 1.63334], [2.77510, -2.54664, -0.84560], [-0.14437, -2.44942, -0.77258], [0.87617, -1.50249, -1.89826], [0.05224, -3.44196, -3.05748], [1.76901, -3.79095, -2.83370], [0.49066, -4.60474, -1.81070]]}


Record 3
{"formula": "C27H35N4O7PV", "method": "ωB97M-V/def2-TZVPD", "multiplicity": 4, "s_squared": 3.936, "lumo_energy_ev": [-0.36, -0.76], "homo_lumo_gap_ev": [6.46, 6.06], "symbols": ["O", "H", "V", "N", "N", "N", "N", "O", "O", "O", "O", "C", "C", "C", "C", "C", "H", "H", "H", "C", "H", "H", "H", "C", "C", "H", "H", "H", "H", "H", "H", "H", "H", "C", "H", "H", "H", "O", "H", "H", "O", "P", "C", "C", "C", "C", "C", "C", "C", "C", "C", "C", "C", "C", "C", "C", "C", "C", "C", "C", "H", "H", "H", "H", "H", "H", "H", "H", "H", "H", "H", "H", "H", "H", "H"], "coordinates": [[-1.39165, -1.77772, -1.97064], [-2.29782, -2.16373, -1.94924], [-0.15090, -0.42342, -0.37147], [-0.66467, 0.59617, 1.32084], [-1.40029, 0.97483, -1.12864], [1.70828, -0.57924, 0.41837], [1.01348, -0.46517, -1.95841], [-0.09129, 0.55618, 2.51269], [2.12789, -0.24440, 1.67426], [0.66570, -0.00586, -3.18749], [-1.47726, 1.33682, -2.36778], [-2.19826, 1.54907, -0.19390], [-1.78076, 1.35369, 1.15668], [2.65612, -1.02975, -0.43158], [2.25012, -0.96419, -1.80287], [-2.42237, 2.02051, 2.31477], [-1.82619, 2.89506, 2.61515], [-2.51069, 1.33513, 3.16726], [-3.42426, 2.37325, 2.03932], [-3.36038, 2.40770, -0.55265], [-4.30741, 1.91853, -0.27505], [-3.36790, 2.61699, -1.62575], [-3.30161, 3.35269, 0.00514], [4.02600, -1.37590, 0.01531], [3.14355, -1.24020, -2.95166], [4.01272, -1.79458, 1.02840], [4.67170, -0.48551, 0.01284], [4.47885, -2.11198, -0.66396], [2.56378, -1.28198, -3.88026], [3.66344, -2.19569, -2.79998], [3.90496, -0.45036, -3.03836], [1.23000, 0.08714, 2.13280], [-0.22465, 0.47378, -3.01803], [-0.92883, -2.06514, -0.08137], [-1.53542, -1.36501, 0.58186], [0.17183, -2.28185, 0.03581], [-1.45513, -3.01601, -0.10995], [-1.73520, -0.75981, 4.36660], [-1.52597, -1.67925, 4.57686], [-0.97015, -0.43285, 3.83852], [0.94861, 2.06473, -0.97052], [1.79399, 3.21801, -0.49287], [3.49735, 2.65793, -0.30653], [4.20423, 2.76565, 0.89678], [5.50085, 2.25611, 0.98952], [6.11120, 1.67501, -0.12422], [5.42363, 1.60901, -1.34236], [4.12106, 2.09927, -1.43512], [1.82258, 4.53103, -1.72342], [2.69841, 5.62044, -1.58330], [2.73892, 6.61190, -2.56639], [1.91538, 6.51383, -3.69419], [1.04652, 5.42567, -3.83383], [0.99558, 4.43338, -2.85034], [1.12030, 3.86569, 1.04460], [1.23113, 3.12021, 2.22565], [0.61742, 3.56187, 3.39689], [-0.10648, 4.75853, 3.40579], [-0.22749, 5.50289, 2.22822], [0.37504, 5.05797, 1.05057], [3.74433, 3.25694, 1.75302], [6.03593, 2.32129, 1.93909], [7.12867, 1.28267, -0.05120], [5.90679, 1.18700, -2.22799], [3.59060, 2.06993, -2.39115], [3.34650, 5.68645, -0.70783], [3.41752, 7.45789, -2.44717], [1.95446, 7.28754, -4.46390], [0.40574, 5.34634, -4.71340], [0.31947, 3.58277, -2.95182], [1.85032, 2.22451, 2.24610], [0.71258, 2.96149, 4.30362], [-0.56974, 5.10973, 4.33095], [-0.79434, 6.43630, 2.22706], [0.28242, 5.63881, 0.13183]]}